(1)
119
Properties=species:S:1:pos:R:3:forces:R:3 method="wB97M-V/def2-TZVPD" charge=-1 s_squared=3.821 gap_ev="5.634 / 5.233" spin_multiplicity=4
Te -1.44504 -1.55392 0.04282 -1.3 -0.2 0.5
Ge -2.72531 -3.86650 -0.16243 -0.1 -0.8 -0.1
V 0.54806 0.12095 -0.11574 0.2 -1.3 -0.2
S 3.90153 -0.03941 2.37233 -0.1 0.1 -0.1
P -0.11870 0.30899 -2.35064 0.0 0.5 -1.2
P -1.10132 1.52398 0.64949 -1.1 1.0 0.3
P 1.91904 -2.99984 1.54235 -0.3 0.0 0.2
F -2.15366 -4.07456 -1.87376 0.0 0.0 -0.2
O 4.99860 -0.13769 1.44793 0.0 -0.1 0.0
O 1.51625 1.77663 0.36905 0.7 0.9 0.0
O 3.87498 -0.94634 3.47608 -0.3 -0.2 0.1
N 2.48916 0.06257 1.48329 0.5 0.7 0.3
C 2.24172 3.56107 -3.08635 -0.1 0.0 0.0
C 0.38974 1.98611 -2.96518 0.2 -0.1 0.0
C 1.77142 -1.01276 -5.86096 0.0 0.0 0.1
C -0.71678 2.39832 2.25547 0.1 -0.1 0.0
C -3.02896 -0.44536 0.97535 0.3 0.3 0.0
C 0.19448 -6.74417 2.23658 0.1 0.1 0.0
C 1.58853 -4.80355 1.84317 0.2 0.0 0.0
C -0.80613 -2.05334 2.25206 0.2 0.0 0.1
C -2.76243 0.90651 1.13756 0.1 0.0 0.1
C 2.24737 1.36260 1.30063 0.6 0.1 0.1
C -3.07763 4.00820 -2.01421 0.0 -0.1 0.1
C 2.68611 3.64112 2.44816 -0.1 0.4 0.0
C -3.95174 -0.95930 -2.03856 0.1 0.0 0.1
C 1.07248 -3.96852 -0.98339 -0.2 0.1 0.0
C 0.53996 -2.31716 2.58753 -0.1 -0.1 -0.2
C -4.57069 -0.54098 -3.20392 0.0 0.0 0.0
C 2.91928 2.30186 2.24128 -0.1 -0.1 -0.2
C -0.14814 3.42175 4.80689 -0.1 0.0 0.0
C 3.38277 4.27109 3.47561 -0.1 0.0 -0.1
C -3.82316 0.10444 -4.18942 0.0 0.0 0.0
C 0.21398 4.00934 -4.28279 0.0 -0.1 0.0
C 0.97653 -2.22591 3.91784 0.0 0.0 -0.1
C 2.44377 -1.99696 -1.02126 -0.1 -0.7 0.1
C 0.13538 -2.64805 -5.23488 -0.1 0.0 0.0
C -1.24271 -1.73785 4.64809 0.0 0.0 0.0
C 3.84406 1.62517 2.99067 0.2 -0.2 0.1
C 0.32728 -5.38585 1.97820 0.1 -0.1 0.1
C 1.45094 -0.26255 -4.73158 0.0 -0.1 0.0
C -1.67288 -1.81050 3.32930 0.2 0.0 -0.1
C -0.17717 -1.90322 -4.10745 0.0 0.1 0.0
C -0.34312 2.83212 -3.79382 0.1 0.0 0.0
C -2.48627 0.37048 -3.96365 0.1 0.0 0.0
C 1.68728 2.37952 -2.61030 -0.1 0.0 -0.1
C 0.09999 -1.91426 4.94515 0.0 0.0 0.0
C -2.77187 2.95975 -1.14825 0.0 0.1 0.0
C 4.29834 3.56953 4.25433 0.0 0.0 0.0
C -4.26928 -0.95831 1.33411 0.1 -0.1 0.0
C 4.55708 2.22610 4.00688 0.1 -0.1 0.0
C 1.32344 -7.54764 2.36325 0.0 0.0 0.0
C -0.97388 5.04353 -1.50949 0.0 0.0 0.2
C -0.18815 1.58044 3.25806 0.0 0.0 0.0
C -0.67091 4.24863 3.81939 0.0 -0.1 -0.1
C 0.46000 -0.68470 -3.84758 0.0 0.0 0.1
C 1.38423 -4.21252 -2.30871 -0.1 -0.1 -0.1
C 2.58512 -6.98314 2.23891 0.0 0.1 0.0
C 2.71305 -5.61949 1.98619 0.0 0.0 0.0
C -0.66313 3.99225 -0.65828 -0.1 0.1 0.1
C 0.08714 2.08175 4.52456 0.0 0.0 -0.1
C -0.95538 3.74086 2.55285 0.0 -0.1 0.1
C -3.73352 1.73917 1.69960 0.1 0.0 0.0
C -1.57688 2.95608 -0.42902 0.1 0.0 0.0
C -2.19085 5.06104 -2.18007 0.0 0.0 0.0
C -4.96329 1.22593 2.07123 0.0 -0.1 0.0
C -5.23133 -0.12810 1.88238 0.0 0.1 0.0
C -1.89861 0.05215 -2.72956 -0.1 -0.1 0.0
C 2.27551 -3.39262 -2.98115 0.1 -0.1 0.0
C 1.10332 -2.20080 -6.12487 0.0 0.1 0.0
C 1.62141 -2.88618 -0.28844 0.6 0.0 -0.1
C -2.60772 -0.66998 -1.77483 0.2 0.0 -0.2
C 1.50774 4.37556 -3.94046 0.0 0.0 0.0
C 2.76945 -2.27115 -2.34545 0.1 0.3 0.1
H -6.18995 -0.53637 2.18131 0.0 0.0 0.0
H 0.48544 1.41985 5.28697 0.0 0.0 -0.1
H 1.93552 5.29633 -4.32214 0.0 0.0 0.0
H 1.34078 -2.77504 -7.01287 0.0 0.0 0.0
H 0.41873 -4.66028 -0.47450 0.0 -0.1 0.1
H -1.95725 -1.52558 5.43831 0.0 0.0 -0.1
H -0.93059 -2.28464 -3.42484 0.0 0.0 0.0
H -3.52141 2.79262 1.84402 0.0 0.0 0.0
H -5.71323 1.87496 2.50893 0.0 0.0 0.0
H -5.62335 -0.75281 -3.36763 0.1 0.0 0.0
H -1.88591 0.77761 -4.77007 0.0 0.0 0.1
H 0.06071 3.81813 5.79589 0.0 0.0 -0.1
H -4.27679 0.36685 -5.13884 0.0 0.0 0.0
H -0.26300 5.84823 -1.65548 0.0 0.0 0.0
H -1.37373 4.39677 1.80168 0.0 0.0 0.0
H 1.97997 0.66491 -4.55628 0.0 0.1 0.0
H 2.02637 -2.39724 4.13816 -0.1 0.1 0.0
H 2.26490 1.74660 -1.95012 0.1 0.0 0.0
H 2.96892 -1.19675 -0.52303 0.0 0.2 0.2
H 3.18931 5.31611 3.68824 0.0 0.0 0.0
H 3.47076 -7.60083 2.34001 0.0 0.0 0.0
H -4.47571 -2.01374 1.20328 0.0 0.0 0.0
H -1.36902 2.60322 -4.03761 0.0 0.0 0.0
H -4.01685 3.99636 -2.55690 0.0 0.0 0.0
H -2.72540 -1.66915 3.14651 -0.1 0.1 -0.1
H 3.69966 -5.17027 1.90406 -0.1 -0.1 0.0
H -4.51898 -1.53817 -1.31684 -0.1 0.0 0.0
H 1.21562 -8.60930 2.56116 0.0 0.1 0.0
H 0.46376 -1.82456 5.96274 0.0 0.0 0.0
H -2.43624 5.88458 -2.84246 0.0 -0.1 0.0
H 3.24836 3.84201 -2.79588 0.0 0.0 0.0
H 4.80848 4.07411 5.06625 0.0 0.0 0.0
H 2.54114 -0.66051 -6.53856 0.0 0.0 0.0
H -0.55972 -4.77912 1.87503 -0.1 0.1 0.0
H 0.29908 3.96736 -0.16067 0.0 0.0 0.0
H 2.58300 -3.62306 -3.99374 -0.1 0.1 0.0
H 1.95189 4.17307 1.85307 0.0 -0.1 0.1
H 0.00360 0.52943 3.04683 0.0 0.0 0.0
H -0.37362 4.64479 -4.93881 0.0 0.0 0.1
H -0.37819 -3.58801 -5.41163 0.0 0.1 0.0
H 5.27605 1.66503 4.59024 0.0 0.0 0.0
H 3.45344 -1.61227 -2.86534 0.0 0.0 0.0
H -3.47605 2.14339 -1.02951 0.0 0.0 0.0
H -0.79668 -7.17341 2.33625 0.0 0.0 0.0
H -0.86540 5.29383 4.03509 0.0 0.0 0.0
H 0.94174 -5.06748 -2.80849 0.0 0.0 0.0

---

(2)
125
Properties=species:S:1:pos:R:3:forces:R:3 method="wB97M-V/def2-TZVPD" charge=-1 gap_ev="3.521 / 3.519" de_lowest_kcal_mol=47.45
Ba -0.47576 -0.71225 -0.16306 3.6 1.2 -3.3
S 3.53355 -2.80039 0.79307 -0.2 -0.3 -0.3
S 2.90736 -3.12087 -2.13312 -0.1 -0.2 0.1
P 1.83881 1.58324 0.19406 0.8 0.6 0.3
N -0.33253 -2.53393 1.38438 -0.1 -1.5 1.6
N -2.87817 1.81068 1.14134 -0.1 -0.5 -0.1
N 2.99411 -5.08926 -0.49444 -0.1 0.3 -0.3
N -3.64429 -1.49085 -2.16453 0.1 0.1 0.4
N -1.93959 2.32506 -3.49339 0.1 -0.1 0.1
N -0.68975 2.42599 -2.95868 -0.8 0.1 -0.5
N -2.73355 0.09686 -0.57360 -1.7 0.3 0.2
N -1.81850 -2.66160 -1.06339 -0.9 -1.2 0.0
N -1.28255 0.16665 1.91516 -0.8 0.4 2.1
N -0.69651 -4.50342 0.06151 0.1 0.3 0.4
N -0.11084 -1.30580 3.44352 0.0 -0.3 -0.3
C 4.24053 0.85567 -3.03994 -0.1 0.0 0.1
C 1.24400 3.90111 -3.29946 0.0 0.0 0.0
C 0.94274 -3.50528 3.06035 -0.1 0.4 0.0
C -4.07234 -6.61586 -1.97763 0.1 0.1 0.0
C 4.01061 2.80195 -1.08344 0.0 -0.2 0.0
C -1.60729 0.42604 5.56337 0.1 0.1 0.1
C 2.44327 0.84939 4.15906 -0.2 0.0 -0.1
C 2.76003 1.05654 1.73308 0.0 0.0 0.2
C 4.46397 0.07706 3.13263 0.0 0.0 0.0
C 0.72103 -4.47586 2.09450 -0.2 0.1 -0.3
C -4.91171 -5.73212 -2.67711 0.1 0.1 0.0
C -0.90917 -0.27548 3.13819 -0.1 -0.1 -0.1
C 3.01993 1.80741 -1.14873 0.1 -0.1 -0.1
C -1.61195 -3.96245 -0.77049 0.0 0.0 0.1
C 5.00552 0.23272 0.71038 -0.1 0.1 0.2
C -2.95696 -2.57233 -1.81794 -0.4 0.2 -0.2
C 0.16084 3.68357 -0.05453 0.1 0.0 0.0
C -3.18648 2.27266 5.58186 0.1 -0.1 0.0
C 5.09276 2.85250 -1.93579 -0.1 -0.3 -0.1
C -0.11437 -3.83310 1.04992 -0.4 -0.3 -0.3
C 5.21325 1.80093 -2.88587 -0.1 0.1 0.0
C 1.20864 -5.76046 2.25181 0.0 -0.2 -0.1
C -4.26719 1.77923 -0.90141 0.4 0.2 0.5
C -1.56887 0.53893 4.17835 0.4 -0.3 0.0
C 0.16596 5.87458 0.89359 0.1 -0.1 0.1
C -3.48691 -3.92253 -2.08009 0.0 0.5 -0.2
C 3.00307 0.86623 -2.26884 -0.2 0.0 -0.1
C -2.32903 1.48659 3.50894 -0.1 0.2 -0.4
C -2.21151 3.25119 -4.43996 -0.1 -0.2 0.2
C -3.52768 3.31637 -5.15818 0.2 0.0 0.1
C 3.15518 -3.74245 -0.51283 0.1 0.0 0.1
C 1.90125 4.26305 1.51919 0.0 0.0 0.0
C -6.35377 2.04634 -2.68548 0.1 0.1 0.1
C -3.16782 1.27630 -0.06403 -0.1 0.1 0.1
C -2.42118 1.30959 6.26062 0.0 0.0 -0.1
C 2.75495 -4.80580 -2.81658 0.0 0.1 -0.1
C 1.32098 3.31563 0.64137 0.0 0.1 0.1
C -0.41156 4.94178 0.04775 0.0 0.0 0.0
C 1.29932 5.52615 1.61451 0.1 -0.1 0.0
C -3.55441 -0.28355 -1.58895 0.0 -0.2 -0.2
C 2.32919 -5.68177 -1.65243 0.2 0.2 0.2
C 1.99644 1.22611 2.89910 0.1 -0.1 0.0
C -4.52565 0.78563 -1.84155 0.2 -0.4 -0.2
C 4.03657 0.46200 1.85350 0.0 0.0 0.0
C 1.93687 0.06653 -2.65421 0.7 0.0 0.1
C -2.93709 -6.15462 -1.32634 0.0 -0.2 -0.1
C -2.14996 1.21103 2.06969 -0.3 0.2 -0.2
C 3.69259 0.26084 4.27511 0.1 0.0 -0.1
C 1.71340 -3.75525 4.18170 0.0 0.1 0.2
C 3.11413 4.03415 2.41228 -0.1 0.1 -0.2
C -1.07450 4.00632 -4.53495 0.5 0.3 -0.1
C 2.25781 -5.02523 4.31500 -0.1 -0.1 -0.1
C 0.18642 -2.31045 2.62033 -0.3 0.3 0.4
C 1.99627 -6.02335 3.36581 0.0 0.2 0.1
C -5.58425 0.89759 -2.73712 -0.1 0.0 -0.1
C -4.63511 -4.37406 -2.72453 0.0 0.0 0.0
C -6.07960 3.06151 -1.74898 0.1 -0.1 0.0
C -3.15611 2.36513 4.19700 0.0 0.1 0.0
C -5.04152 2.93307 -0.83903 -0.1 0.1 0.0
C -0.15360 3.45164 -3.59822 0.2 0.2 -0.1
C -2.64755 -4.79673 -1.40807 0.5 -0.1 0.3
H -5.79394 -6.11973 -3.17457 0.0 0.0 0.0
H -0.26098 6.86483 1.00034 0.0 0.0 0.0
H -3.75728 3.09332 3.65838 0.1 -0.1 0.1
H 1.88572 -2.97393 4.91997 0.0 -0.2 -0.2
H -5.79708 0.10436 -3.44683 0.0 0.1 0.1
H -3.63499 4.28145 -5.65589 0.0 -0.1 0.0
H -2.29190 -6.82308 -0.76364 -0.1 0.1 -0.1
H -2.56523 1.62298 -3.15081 -0.2 -0.2 0.1
H -0.29263 2.96009 -0.72288 0.0 0.0 0.0
H 1.02300 1.70340 2.81207 0.0 0.0 0.0
H 2.41106 -7.01348 3.50744 0.0 0.0 0.0
H 5.50578 1.15968 0.42131 0.0 0.0 0.0
H -4.32962 -7.66830 -1.93236 0.0 0.0 0.0
H 4.06704 -0.05878 5.24606 0.0 0.0 -0.2
H 2.88326 -5.25533 5.16843 0.0 0.0 0.0
H -2.48053 1.24850 7.34224 0.0 0.0 -0.1
H 1.82389 4.00308 -4.22328 -0.1 0.0 0.1
H -5.29235 -3.67475 -3.23290 0.1 -0.1 0.1
H 1.75467 3.17825 -2.65661 -0.1 0.1 -0.1
H 2.86151 -5.48505 0.41752 0.0 -0.2 0.3
H 3.58135 4.99628 2.64295 -0.1 -0.1 -0.1
H 5.84317 3.62946 -1.84845 -0.1 -0.1 0.0
H -1.02129 -0.33529 6.07167 -0.1 0.1 -0.1
H 2.02562 -0.57431 -3.53310 0.0 0.2 0.2
H 0.94293 0.24077 -2.29195 -0.2 0.2 0.0
H 1.74832 6.25837 2.28227 0.0 -0.1 -0.1
H -7.18178 2.16768 -3.37493 0.0 0.0 0.0
H -4.36187 3.19505 -4.46450 0.0 0.0 0.0
H 6.09119 1.76256 -3.52887 -0.1 0.0 0.1
H 3.71929 -5.11515 -3.21517 0.0 0.0 0.0
H 1.24720 -5.67159 -1.52500 -0.2 0.1 0.1
H 1.24276 4.87116 -2.78903 0.0 -0.1 -0.1
H 4.34741 0.08534 -3.80584 0.0 0.2 0.1
H 2.65967 -6.70774 -1.79022 0.0 -0.1 0.0
H 3.86735 3.38746 1.96646 0.0 0.0 -0.1
H -6.69708 3.95092 -1.73669 0.0 0.0 0.0
H 5.44411 -0.39105 3.22231 -0.2 0.1 0.0
H -0.90686 4.84362 -5.20522 0.0 -0.2 0.2
H 2.01572 -4.79791 -3.61515 0.0 0.0 0.0
H 0.96834 -6.53787 1.53181 0.0 0.1 0.0
H -3.81725 2.94757 6.15195 0.1 -0.1 0.0
H -3.61174 2.53444 -5.91819 0.0 0.0 0.1
H 2.82745 3.56526 3.35967 0.0 0.1 -0.1
H 4.52228 -0.15354 -0.18060 -0.1 0.0 0.0
H -4.83458 3.69434 -0.09229 0.0 -0.1 -0.1
H 1.81004 1.00005 5.03323 0.1 0.0 -0.2
H 3.93687 3.56120 -0.31574 -0.1 0.1 0.2
H -1.29922 5.18143 -0.53241 0.1 0.0 0.1
H 5.76703 -0.48846 1.02192 -0.1 0.1 0.0